32
Properties=species:S:1:pos:R:3 method="wB97M-V/def2-TZVPD" e_tot_ev=-45152.690 lumo_ev="-9.92 / -9.78" spin_multiplicity=7 largest_force_ev_per_a=8.7 total_charge=+2 mol_weight_g_mol=409.186
O 1.91 1.90 -5.07
C 1.20 1.75 -4.15
Eu 0.20 0.30 0.14
O -1.33 2.10 -2.25
C -0.97 1.39 -1.43
C -1.64 -0.03 1.40
O -2.46 0.02 2.20
C 1.24 -1.43 1.11
O 2.02 -2.13 1.59
C -0.78 -1.62 -1.11
O -1.05 -2.49 -1.82
H 1.52 -0.06 -1.37
C -1.09 2.82 2.62
N 0.08 2.14 3.20
C 0.06 2.05 4.64
C 1.13 1.75 2.45
O 1.01 1.99 1.14
N 2.31 1.20 2.80
C 2.67 0.88 4.16
C 3.35 1.03 1.76
H -1.15 3.84 3.01
H -2.01 2.31 2.91
H -1.05 2.88 1.52
H 0.11 1.01 4.97
H 0.86 2.64 5.08
H -0.90 2.46 4.99
H 1.99 0.12 4.57
H 3.68 0.46 4.16
H 2.66 1.78 4.78
H 3.05 0.32 0.97
H 3.60 2.00 1.30
H 4.25 0.62 2.24